The following is a DFT calculation (the ωB97M-V functional and the def2-TZVPD basis) of a single C2H6INO molecule at a distorted geometry.

```
11
Properties=species:S:1:pos:R:3:forces:R:3
C -0.877705 -0.380335 1.019116 1.23 -1.69 -3.97
O -0.717463 0.355467 -0.227149 1.08 0.21 -0.97
N 0.730248 0.291725 -0.568602 -0.18 2.46 -2.28
C 1.161694 -0.947307 -1.240473 -0.88 0.49 1.23
I 2.282502 -2.210845 0.143058 -0.17 0.16 -0.35
H -1.041069 -1.436440 0.537668 0.72 1.22 2.23
H -1.747028 -0.079126 1.508909 -1.35 0.73 0.72
H 0.051418 -0.080927 1.472448 0.17 -1.05 1.24
H 0.813167 1.094243 -1.344317 -0.42 -2.18 2.38
H 0.283483 -1.488133 -1.521514 -0.37 -0.67 -0.25
H 1.800882 -0.801426 -2.097891 0.17 0.33 0.03
```
Forces are in eV/Å.

total charge = 0
Kohn-Sham gap = 0.3601 Eh
SMILES string = CONCI
maximum force = 0.0873 hartree/bohr

The following is a DFT calculation (the ωB97M-V functional and the def2-TZVPD basis) of 2 unconnected molecules or ions with the total composition C2H6INOS at a distorted geometry.

```
12
Properties=species:S:1:pos:R:3:forces:R:3
C 1.314133 -1.782041 0.913992 0.06 -0.18 -0.14
C 1.502593 -0.581911 1.425230 0.06 0.34 -0.05
N -1.018022 2.107524 -0.597901 0.32 -0.34 0.03
O -1.338892 -0.252259 -0.804592 -0.96 -0.10 -0.35
S -2.108861 1.144861 -1.036866 0.86 -0.36 0.61
I -2.331446 1.133996 -3.562543 0.03 -0.09 -0.25
H 1.482385 -1.983299 -0.132943 0.01 -0.02 -0.17
H 1.018088 -2.621715 1.519676 -0.11 -0.13 0.13
H -0.430007 -0.119538 -0.491899 0.14 0.38 0.05
H 1.818503 0.254019 0.815090 0.04 0.05 -0.07
H 1.362763 -0.373673 2.472518 -0.08 -0.01 0.21
H -1.271238 3.074033 -0.519762 -0.38 0.45 -0.01
```
Forces are in eV/Å.

total charge = 0
Kohn-Sham gap = 0.3120 Eh
maximum force = 0.0217 hartree/bohr

The following is a DFT calculation (the ωB97M-V functional and the def2-TZVPD basis) of a single C2H6IOPS molecule at a distorted geometry.

```
12
Properties=species:S:1:pos:R:3:forces:R:3
C 0.964015 0.421977 0.597527 -2.40 -2.10 1.89
C -0.493109 -0.313455 0.225288 1.31 -1.59 0.65
O -1.509288 1.878613 -0.851173 0.20 0.16 -0.47
P 2.378095 -0.356560 -0.237833 -0.99 0.74 -1.95
S -1.874341 0.938197 0.201450 0.73 -0.46 1.10
I -3.756594 -0.452367 -0.545793 0.11 -0.26 -0.10
H 0.750856 1.318491 0.134668 0.46 2.51 -0.66
H 1.171205 0.553573 1.724446 -0.79 -0.20 -1.73
H -0.645345 -1.197931 0.927578 -0.36 1.41 -0.50
H -0.488839 -0.832360 -0.779140 0.26 1.04 0.80
H 1.486217 -0.303701 -1.463117 1.62 -0.40 0.86
H 2.017128 -1.654479 0.066097 -0.14 -0.84 0.11
```
Forces are in eV/Å.

total charge = 0
Kohn-Sham gap = 0.3134 Eh
maximum force = 0.0720 hartree/bohr

The following is a DFT calculation (the ωB97M-V functional and the def2-TZVPD basis) of a molecular structure, C2H6KO2 at a distorted geometry.

```
11
Properties=species:S:1:pos:R:3:forces:R:3
K 12.102680 10.743880 -10.214230 -0.02 0.51 0.25
C 12.451870 7.996690 -12.673210 0.63 1.49 0.45
C 12.784450 6.785740 -11.663280 -1.33 -2.86 1.33
O 11.861960 5.732300 -11.913030 2.22 1.49 -0.42
O 13.240810 9.024640 -12.051460 -1.45 -1.23 -1.40
H 11.388630 8.222830 -12.592750 0.13 0.03 0.15
H 12.700370 7.728820 -13.700140 0.37 0.06 0.11
H 12.654780 7.222760 -10.673180 -0.37 -0.09 -0.02
H 13.782830 6.351370 -11.714890 0.09 0.26 -0.87
H 11.039290 5.845950 -11.431460 -0.95 0.02 0.51
H 14.090320 9.005850 -12.498210 0.69 0.32 -0.10
```
Forces are in eV/Å.

spin multiplicity = 2
total charge = +2
Kohn-Sham gap (spin up / spin down) = 0.4949 / 0.2725 Eh
maximum force = 0.0665 hartree/bohr
<S²> = 0.756